# 1
16
Properties=species:S:1:pos:R:3 method="wB97M-V/def2-TZVPD" charge=+1 smiles="C=CC[NH2+][C@@H]1NO1" orbital_gap_ha=0.4067
C -1.92816 1.32670 -0.20470
C -1.22230 0.29722 0.23780
C -0.38547 -0.51829 -0.60513
N 0.89643 -0.94249 0.12097
C 2.13166 -0.10601 0.27979
N 1.95834 1.25922 0.52715
O 2.36278 0.66366 -0.76054
H -2.74292 1.79056 0.39269
H -1.88788 1.68283 -1.19317
H -1.39227 -0.09765 1.29228
H -0.21366 -0.05197 -1.52628
H -0.99623 -1.33304 -0.79732
H 1.17123 -1.94589 0.00383
H 0.54046 -0.96940 1.06979
H 2.96729 -0.82341 0.84787
H 1.01500 1.45702 0.37354

=====

# 2
22
Properties=species:S:1:pos:R:3 method="wB97M-V/def2-TZVPD" smiles="[H]/N=N/[C@H](C)[C@H](C)CC" orbital_gap_ha=0.3528
H 4.03659 -0.22615 0.68754
N 3.11059 -0.63560 0.43218
N 2.19768 0.13014 0.71455
C 0.64050 -0.46575 0.34930
C 0.74163 -1.79645 -0.36208
C -0.01178 0.62816 -0.40459
C 0.55244 2.02935 -0.29241
C -1.65021 0.67601 0.22559
C -2.47488 -0.58494 0.09128
H 0.23921 -0.57761 1.36143
H 1.49648 -2.41175 0.13313
H 1.08850 -1.66814 -1.38590
H -0.19349 -2.35079 -0.34083
H -0.11758 0.34892 -1.45537
H 1.53082 2.08168 -0.76826
H -0.08776 2.74146 -0.81233
H 0.63332 2.33024 0.74984
H -2.08876 1.48271 -0.36190
H -1.56485 0.99823 1.26285
H -2.08915 -1.38040 0.72759
H -3.51099 -0.40576 0.38646
H -2.47831 -0.94354 -0.93809

=====

# 3
131
Properties=species:S:1:pos:R:3 method="wB97M-V/def2-TZVPD" smiles="CCCCCCCCN(CCCCCCCC)C(=S)SCCCP(CCF)CC(=O)Cl.CO.CO.CO.CO.CO.CO.CO.CO.CO" orbital_gap_ha=0.3008
C -0.97911 7.34636 5.34420
C -1.47366 6.60415 6.59534
C -2.66866 5.67529 6.34463
C -2.51186 4.75031 5.11690
C -2.99063 3.31017 5.39399
C -3.58422 2.60501 4.17618
C -2.64497 2.45611 2.97416
C -3.40144 1.81399 1.79031
N -2.64902 0.74559 1.10066
C -3.43223 -0.50731 0.97047
C -3.29258 -1.43229 2.17675
C -2.02531 -2.31087 2.11728
C -1.17093 -2.36135 3.39964
C 0.32460 -2.64407 3.11268
C 0.92995 -3.66257 4.08596
C 0.62598 -5.14817 3.80011
C 0.54863 -5.54761 2.32052
C -2.13041 1.11485 -0.16346
S -2.93084 1.91373 -1.33291
S -0.46073 0.56758 -0.41214
C -0.56188 -0.31100 -2.00071
C 0.38017 -1.53625 -1.99181
C 1.72165 -1.18320 -2.65324
P 2.94560 -2.56746 -2.76642
C 2.06770 -4.06231 -2.15871
C 3.00499 -5.27041 -2.13293
F 3.63950 -5.34729 -0.88725
C 3.15027 -2.85128 -4.60347
C 2.05623 -3.68285 -5.14455
O 1.95366 -4.85106 -5.01824
Cl 0.74450 -2.80042 -5.96545
H -0.27520 6.74593 4.76158
H -0.44227 8.25600 5.62907
H -1.81439 7.62915 4.69730
H -1.77725 7.36017 7.32906
H -0.65222 6.03909 7.05066
H -2.79070 5.05311 7.23420
H -3.57895 6.27913 6.25482
H -3.10294 5.13852 4.28089
H -1.45533 4.71546 4.83649
H -3.76278 3.32199 6.17392
H -2.16833 2.70632 5.79136
H -3.88935 1.59535 4.48323
H -4.48027 3.14685 3.84380
H -2.33185 3.46242 2.67034
H -1.75737 1.86627 3.21563
H -4.33872 1.38607 2.16236
H -3.68236 2.59417 1.08098
H -3.07171 -1.04549 0.08754
H -4.47883 -0.24406 0.77527
H -3.30887 -0.85472 3.10713
H -4.17208 -2.08629 2.17047
H -2.35017 -3.33861 1.90920
H -1.39387 -2.02191 1.27035
H -1.24839 -1.39371 3.90585
H -1.54766 -3.15017 4.05822
H 0.44666 -2.93373 2.06564
H 0.88387 -1.70742 3.22370
H 0.50561 -3.43282 5.07301
H 2.00883 -3.50647 4.19101
H 1.42291 -5.74005 4.26432
H -0.29126 -5.44818 4.31826
H -0.47408 -5.47933 1.93672
H 0.86566 -6.58647 2.19376
H 1.19430 -4.92359 1.70110
H -1.59661 -0.63542 -2.12759
H -0.31287 0.35545 -2.82669
H 0.54604 -1.82129 -0.94858
H -0.11529 -2.35453 -2.51868
H 1.49412 -0.82316 -3.66404
H 2.21694 -0.36054 -2.13214
H 1.20267 -4.32782 -2.77092
H 1.73576 -3.86566 -1.13815
H 3.78800 -5.22012 -2.89358
H 2.43042 -6.18933 -2.27118
H 4.07914 -3.39891 -4.77854
H 3.20457 -1.88005 -5.09724
C 2.95245 -3.19099 -8.75697
O 3.84890 -2.12587 -9.04888
H 1.96118 -2.75895 -8.66243
H 2.93851 -3.93483 -9.55797
H 3.21454 -3.68527 -7.81698
H 4.73348 -2.49077 -9.13887
C -0.03448 0.76218 -7.80750
O -0.98228 0.84335 -6.74981
H -0.19118 1.62888 -8.44506
H 0.99346 0.78016 -7.43225
H -0.18104 -0.14320 -8.40256
H -0.86020 0.08286 -6.17391
C 0.12690 3.04229 -4.87034
O -0.23806 2.38892 -3.66237
H 0.74609 2.35089 -5.44108
H -0.74615 3.29602 -5.46990
H 0.70099 3.95041 -4.66295
H -0.79454 2.98628 -3.14982
C -0.18348 -7.72258 -3.60473
O -0.18623 -6.30272 -3.59191
H -0.42995 -8.05358 -2.59816
H -0.93044 -8.12226 -4.29592
H 0.79938 -8.12045 -3.87410
H 0.04617 -5.99016 -4.47313
C 3.94479 2.49220 -5.01658
O 3.35761 1.26600 -4.58764
H 5.02312 2.36290 -4.96890
H 3.66338 2.73541 -6.04435
H 3.65860 3.31366 -4.35535
H 2.40115 1.36934 -4.62617
C -3.05462 3.70807 10.10733
O -2.88727 5.02082 9.58522
H -3.74881 3.19005 9.44971
H -2.11026 3.15722 10.12332
H -3.47401 3.72565 11.11656
H -2.27487 5.49339 10.15617
C -1.13232 6.96057 -4.85354
O -1.75363 5.74917 -4.44216
H -0.05787 6.79724 -4.81420
H -1.40830 7.22703 -5.87703
H -1.38420 7.78911 -4.18680
H -2.70623 5.87477 -4.47169
C 7.02756 -1.73818 -1.62410
O 6.53395 -2.99728 -1.19529
H 8.11374 -1.78669 -1.58183
H 6.72600 -1.51359 -2.65187
H 6.68854 -0.92681 -0.97355
H 5.57183 -2.95642 -1.23387
C -0.03868 -0.21727 6.28009
O -0.71382 0.65443 5.38165
H -0.64712 -1.11529 6.36054
H 0.94942 -0.49368 5.90216
H 0.06894 0.22551 7.27386
H -0.18911 1.45511 5.28752

=====

# 4
78
Properties=species:S:1:pos:R:3 method="wB97M-V/def2-TZVPD" charge=-1 spin_multiplicity=5 orbital_gap_ha="0.2272 / 0.2691"
Fe -0.64860 -1.28962 -1.28959
C 2.91967 -1.74757 -2.65251
Si 1.83208 -1.14236 -1.23128
C 2.49036 -2.06058 0.32537
C 3.59026 -2.91827 0.30452
C 3.98728 -3.62328 1.43582
C 3.28201 -3.48920 2.62248
C 2.17810 -2.64656 2.67186
C 1.78279 -1.94538 1.53811
P 0.37156 -0.77667 1.51449
C 0.16064 -0.35416 3.29159
C -0.80108 -0.91832 4.12563
C -0.90517 -0.52101 5.45283
C -0.04641 0.44210 5.96445
C 0.91510 1.01285 5.14091
C 1.00972 0.62184 3.81334
C -1.11226 -1.80613 1.19365
C -2.29305 -1.11064 0.89812
C -3.46195 -1.80900 0.61395
C -3.45877 -3.19406 0.62881
C -2.29471 -3.89042 0.93813
C -1.12880 -3.20373 1.21946
C 2.31669 0.69553 -0.93929
C 3.63049 1.08177 -0.65160
C 3.97591 2.40664 -0.43438
C 2.99801 3.39297 -0.49471
C 1.68708 3.03879 -0.76615
C 1.34088 1.70322 -0.98852
P -0.40715 1.25821 -1.34241
C -1.32556 2.51810 -0.36517
C -2.36104 3.27909 -0.90026
C -3.11240 4.12255 -0.08901
C -2.84218 4.21563 1.26725
C -1.81018 3.46124 1.81155
C -1.06173 2.62105 1.00333
C -0.67864 1.81188 -3.06370
C -1.80425 1.30643 -3.71786
C -2.08357 1.67984 -5.02434
C -1.23350 2.54591 -5.69830
C -0.10011 3.03283 -5.06323
C 0.17683 2.66840 -3.75250
H 3.98636 -1.54760 -2.50604
H 2.77480 -2.82438 -2.77113
H 2.61221 -1.27098 -3.58593
H 4.15188 -3.04402 -0.61439
H 4.84886 -4.27935 1.38891
H 3.58178 -4.04191 3.50452
H 1.62337 -2.54170 3.59761
H -1.47636 -1.66986 3.73365
H -1.65937 -0.96788 6.08894
H -0.12891 0.75052 6.99933
H 1.58595 1.76893 5.53015
H 1.75597 1.07633 3.16837
H -2.29281 -0.02542 0.89622
H -4.36077 -1.26743 0.34980
H -4.35620 -3.73834 0.36408
H -2.28465 -4.97145 0.89957
H -0.20848 -3.74457 1.39808
H 4.39927 0.31758 -0.58521
H 5.00325 2.67264 -0.21329
H 3.25468 4.43194 -0.32602
H 0.92235 3.80709 -0.79620
H -2.58533 3.21716 -1.95809
H -3.91276 4.70842 -0.52452
H -3.43099 4.86991 1.89795
H -1.58911 3.52067 2.87061
H -0.25988 2.03154 1.43276
H -2.43097 0.57390 -3.22386
H -2.95131 1.26589 -5.52169
H -1.44408 2.82637 -6.72325
H 0.57769 3.69321 -5.59049
H 1.06930 3.04647 -3.27096
O -3.51832 -2.87312 -3.54489
C -2.55217 -2.64984 -2.84693
O -2.16515 -1.44916 -2.48418
C -1.64181 -3.80235 -2.27076
O -1.93267 -4.96729 -2.49059
O -0.64000 -3.37186 -1.58297

=====

The ΔE to the lowest compared entry with this formula, charge and spin results, record by record, are as follows: 134.9; 53.9; 0.0; 0.0 kcal per mole.